The following is a DFT calculation (ωB97M-V with the def2-TZVPD basis set) of a structure of composition C17H23N3O3.

```
46
Properties=species:S:1:pos:R:3
C 1.8633 -2.2501 -1.0040
C 2.2520 -1.4476 0.2276
C 2.7986 -3.3119 -1.3302
C 2.1250 -4.2282 -2.4458
C 4.0101 -2.6957 -1.9504
C 5.1512 -3.4737 -2.5926
C 0.1367 -0.2449 0.6673
C 0.3669 1.0200 -0.2199
C -0.8369 -0.0517 1.9527
C -2.2657 0.4474 1.6387
C -3.5056 -0.1094 1.4350
C -2.5736 1.8757 1.4450
C -3.9104 2.0866 1.2408
C -1.5838 2.9712 1.0973
C -4.4849 3.3361 1.0992
C -2.2425 4.1759 0.9078
C -3.6726 4.4794 0.8205
H 1.4317 -0.9185 -2.7905
H 2.1397 0.0606 -1.4645
H 0.7988 -2.7846 -0.9517
H 3.2371 -3.8294 -0.4671
H 0.9587 -4.3978 -2.0344
H 2.6744 -5.1993 -2.5298
H 2.1168 -3.4647 -3.4051
H 3.6758 -1.9618 -2.7429
H 4.1837 -2.2945 -0.9648
H 6.0273 -2.6106 -2.5106
H 5.2650 -4.6277 -1.9290
H 4.8228 -3.7565 -3.8211
H 1.9419 -0.0463 1.3733
H -0.4477 -0.9803 0.1538
H -0.8181 -0.9926 2.5362
H -0.4094 0.7780 2.4791
H -3.8093 -1.2489 1.2535
H -5.5586 0.7513 1.0803
H -0.5269 2.6872 1.2534
H -5.4624 3.4445 0.8407
H -1.6555 5.0223 0.3425
H -4.2672 5.3667 0.5449
H -0.3020 2.0670 -1.7432
N 1.4696 -1.0590 -1.6744
N 1.3801 -0.7664 0.8446
N -4.5050 0.8782 1.3291
O 3.3063 -1.6486 0.7371
O 1.4334 1.7398 -0.2394
O -0.5144 1.1704 -1.2394
```

Output
LUMO level = 0.5 eV
2S+1 = 1
HOMO level = -8.3 eV
Relative energy (zero: lowest compared OMol25 entry of this formula, charge and spin) = 11.033 eV

Quick look at the natural (NBO) charges, all values in e: -0.1278, 0.6990, -0.2519, -0.6137, -0.4709, -0.6177, -0.1301, 0.8226, -0.3934, -0.1307, 0.0066, -0.0557, 0.0882, -0.2232, -0.2162, -0.2337, -0.2153, 0.3878, 0.3830, 0.1908, 0.2373, 0.1922, 0.2259, 0.2053, 0.1855, 0.2598, 0.2415, 0.2027, 0.2088, 0.4048, 0.2385, 0.2414, 0.2163, 0.2189, 0.4234, 0.2323, 0.1987, 0.2031, 0.2334, 0.5072, -0.8888, -0.5967, -0.5368, -0.6159, -0.6638, -0.6728



The following is a DFT calculation (ωB97M-V with the def2-TZVPD basis set) of the molecule C17H23N3O3S.

```
47
Properties=species:S:1:pos:R:3
O -4.1402 -2.4223 0.1052
C -3.1548 -2.1002 -0.5172
N -3.0243 -0.9378 -1.1853
H -2.1356 -0.7157 -1.6225
C -3.9747 0.1432 -1.0268
C -3.3822 1.2686 -0.2444
C -3.2174 2.5673 -0.6115
C -2.5923 3.3513 0.3850
C -2.2800 2.6310 1.4905
S -2.7541 0.9821 1.3462
H -1.8065 2.9636 2.3930
H -2.3823 4.4000 0.2754
H -3.5369 2.9569 -1.5615
H -4.2875 0.5085 -2.0100
H -4.8407 -0.2809 -0.5066
C -1.9207 -3.0106 -0.6514
N -0.7612 -2.4431 0.0016
C -0.0176 -1.4039 -0.4516
O -0.2251 -0.7920 -1.4805
C 1.0960 -1.1601 0.5615
N 0.8015 -2.1980 1.5316
C -0.2613 -2.9653 1.2149
O -0.7069 -3.9134 1.7979
H 1.3512 -2.3582 2.3575
C 2.4780 -1.4469 -0.0610
H 2.4496 -2.4902 -0.3878
C 2.8741 -0.5609 -1.2475
C 3.8639 0.5580 -0.9078
H 4.8572 0.1134 -0.7976
H 3.9079 1.2423 -1.7575
C 3.5875 1.3591 0.3624
H 4.4264 2.0472 0.4998
C 2.3103 2.1962 0.3661
C 0.9857 1.4296 0.3048
H 0.7687 1.1232 -0.7149
H 0.1953 2.1298 0.5862
C 0.9079 0.2147 1.2352
H 1.6396 0.3063 2.0398
H -0.0799 0.1858 1.7034
H 2.3392 2.8939 -0.4732
H 2.3183 2.7919 1.2835
H 3.5917 0.6922 1.2250
H 3.3511 -1.1906 -2.0020
H 1.9801 -0.1535 -1.7119
H 3.2304 -1.3811 0.7271
H -2.1322 -3.9595 -0.1530
H -1.6972 -3.1719 -1.7100
```

Output
LUMO level = 0.6 eV
2S+1 = 1
SMILES string = O=C(CN1C(=O)NC2(CCCCCCC2)C1=O)NCc1cccs1
HOMO level = -8.9 eV
Relative energy (zero: lowest compared OMol25 entry of this formula, charge and spin) = 0.000 eV

Quick look at the natural (NBO) charges, all values in e: -0.6073, 0.6653, -0.6258, 0.4304, -0.2641, -0.1999, -0.2518, -0.2563, -0.4151, 0.4276, 0.2358, 0.2253, 0.2224, 0.2112, 0.2507, -0.3183, -0.4665, 0.7187, -0.6306, 0.0456, -0.6233, 0.7974, -0.5994, 0.4201, -0.3916, 0.2176, -0.4250, -0.3935, 0.1988, 0.2044, -0.4007, 0.2125, -0.3925, -0.4333, 0.2278, 0.2248, -0.4001, 0.2055, 0.2256, 0.2037, 0.1976, 0.1853, 0.2131, 0.2291, 0.2068, 0.2676, 0.2246



The following is a DFT calculation (ωB97M-V with the def2-TZVPD basis set) of a structure of composition C17H23N5O5PtS.

```
52
Properties=species:S:1:pos:R:3
Pt 7.5202 11.8177 10.6255
O 7.9426 15.6353 9.2335
C 7.5466 14.5201 9.4139
O 7.5463 13.9322 10.5448
C 6.8456 13.7795 8.2318
C 5.6051 12.9411 8.6881
C 4.6579 12.6655 7.5242
C 5.4440 11.6166 6.7338
C 6.6743 11.4462 7.6099
O 6.0882 11.6011 8.9127
C 7.6450 12.6318 7.4657
C 9.0590 12.2365 7.9855
O 10.0089 12.3214 7.2583
O 9.1058 11.6801 9.1688
H 6.5364 14.5587 7.5420
H 5.1297 13.3450 9.5892
H 4.3813 13.5075 6.9059
H 3.7407 12.2240 7.9140
H 5.6925 11.9944 5.7444
H 4.9013 10.6675 6.6143
H 7.2027 10.4950 7.5577
H 7.8141 12.8742 6.4281
C 6.1367 5.9340 8.6287
C 5.9861 6.3813 10.0603
C 6.9190 7.5112 10.3304
N 6.5938 8.7743 10.3364
N 7.6603 9.5843 10.5726
C 8.8065 8.9736 10.6560
N 10.0143 9.5961 10.7988
S 8.6215 7.2614 10.5695
H 5.4011 5.1247 8.4249
H 7.1385 5.5326 8.4668
H 5.9752 6.7725 7.9638
H 6.1247 5.5474 10.7516
H 5.0096 6.7967 10.2368
H 9.9787 10.4686 10.2482
H 10.7967 9.0302 10.5650
C 8.9285 10.3000 15.7822
C 8.4283 11.2817 14.8071
C 7.5124 12.3228 14.9528
C 7.3389 12.8760 13.6777
N 8.1230 12.2423 12.7995
N 8.7637 11.2789 13.5164
C 6.4041 14.0028 13.3535
H 8.5088 10.4838 16.7862
H 9.9985 10.3544 15.8701
H 8.7152 9.3041 15.4386
H 7.0297 12.6244 15.8491
H 9.3946 10.6765 13.0336
H 6.3481 14.6935 14.2031
H 5.4140 13.6155 13.1043
H 6.7365 14.5230 12.4859
```

Output
LUMO level (alpha / beta) = 0.0 / -0.4 eV
2S+1 = 3
Expectation value of S² = 2.005
HOMO level (alpha / beta) = -7.2 / -8.5 eV
Relative energy (zero: lowest compared OMol25 entry of this formula, charge and spin) = 0.463 eV

Quick look at the natural (NBO) charges, all values in e: 1.2345, -0.6299, 0.7853, -0.8061, -0.3583, 0.0752, -0.4313, -0.4168, 0.0793, -0.5406, -0.3472, 0.8053, -0.6182, -0.8451, 0.2414, 0.2245, 0.2200, 0.2150, 0.2153, 0.2156, 0.2180, 0.2417, -0.5935, -0.4529, 0.0555, -0.2378, -0.3974, 0.2478, -0.8317, 0.3577, 0.2195, 0.2072, 0.2183, 0.2236, 0.2395, 0.4603, 0.3952, -0.6465, 0.1897, -0.3456, 0.2007, -0.3536, -0.3336, -0.6620, 0.2380, 0.2289, 0.2262, 0.2263, 0.4207, 0.2228, 0.2219, 0.2774



The following is a DFT calculation (ωB97M-V with the def2-TZVPD basis set) of the molecule C17H23NO5S.

```
47
Properties=species:S:1:pos:R:3
C -4.2697 -0.2638 -1.6840
C -3.7873 -0.9283 -0.3992
C -4.8173 -0.8387 0.7170
H -4.4364 -1.3041 1.6225
H -5.0427 0.2032 0.9290
H -5.7290 -1.3465 0.4168
H -3.5282 -1.9752 -0.6043
O -2.6037 -0.2641 0.0742
C -1.4383 -0.6294 -0.4472
O -1.3424 -1.5030 -1.3013
C -0.2846 0.0982 0.0724
C 0.9667 -0.1404 -0.4720
N 1.2354 -1.0508 -1.4659
C 2.4705 -1.2305 -1.9746
O 3.4295 -0.5936 -1.5520
C 2.5621 -2.2573 -3.0801
H 1.8604 -3.0657 -2.8662
H 2.2412 -1.7833 -4.0127
C 3.9781 -2.8269 -3.2464
H 3.9248 -3.7929 -3.7484
C 4.8891 -1.9288 -4.0876
O 5.3309 -2.2839 -5.1457
O 5.1621 -0.7395 -3.5724
H 4.6841 -0.5831 -2.7194
H 4.4369 -2.9660 -2.2642
H 0.3976 -1.5567 -1.7769
S 2.1929 0.8347 0.2165
C 1.0242 1.5910 1.2670
C -0.2351 1.1053 1.0956
C -1.4471 1.5138 1.8807
H -2.1042 2.1036 1.2351
H -1.9920 0.6010 2.1297
C -1.1757 2.2775 3.1803
C -0.0267 1.6615 3.9813
C 1.3293 2.3014 3.6675
H 1.4500 3.2135 4.2554
H 2.1219 1.6117 3.9627
C 1.4969 2.6654 2.1867
H 0.9481 3.5848 1.9694
H 2.5511 2.8627 1.9851
H -0.2173 1.7688 5.0508
H 0.0148 0.5923 3.7660
H -0.9672 3.3274 2.9781
H -2.0925 2.2452 3.7730
H -5.1753 -0.7515 -2.0326
H -3.5083 -0.3473 -2.4558
H -4.4773 0.7885 -1.5039
```

Output
LUMO level = 0.3 eV
2S+1 = 1
SMILES string = CC(C)OC(=O)c1c(NC(=O)CCC(=O)O)sc2c1CCCCC2
HOMO level = -8.3 eV
Relative energy (zero: lowest compared OMol25 entry of this formula, charge and spin) = 0.000 eV

Quick look at the natural (NBO) charges, all values in e: -0.6307, 0.0911, -0.6194, 0.2173, 0.2111, 0.2177, 0.2011, -0.5021, 0.8026, -0.6672, -0.2844, 0.0486, -0.6100, 0.7045, -0.6504, -0.4963, 0.2344, 0.2478, -0.5183, 0.2426, 0.7872, -0.5821, -0.6903, 0.5126, 0.2304, 0.4620, 0.5190, -0.2414, 0.0667, -0.4366, 0.2198, 0.2211, -0.3997, -0.4055, -0.3813, 0.2024, 0.2060, -0.4409, 0.2149, 0.2225, 0.2116, 0.2007, 0.1953, 0.2121, 0.2170, 0.2264, 0.2097



The following is a DFT calculation (ωB97M-V with the def2-TZVPD basis set) of the molecule C17H23NO5S2.

```
48
Properties=species:S:1:pos:R:3
O -3.3209 -1.5259 -0.0574
O -2.8556 -0.8270 -2.3032
O -5.0933 -0.3546 -1.3958
O 3.0454 4.9525 0.3780
O 0.6442 -2.9386 0.8046
S 2.5982 -0.9262 -0.4957
C 0.8892 -0.6100 -0.7681
C -0.1079 -1.6913 -1.0287
C -0.2662 -2.7578 -0.2100
C 4.0231 2.8535 0.3212
C 4.0127 1.4870 0.1057
C 1.6394 2.9220 -0.1591
C 2.8494 3.6301 0.2106
C 2.8144 0.8368 -0.2335
C 1.6334 1.5250 -0.3651
N 0.5899 0.6624 -0.7416
C 1.9070 5.8063 0.2573
C -0.1582 -1.6998 2.7352
C -0.7446 -5.1315 -0.9544
C 0.1132 -3.0783 2.1319
C -1.3576 -3.7817 -0.5427
C -0.6878 1.1820 -1.2175
C -1.7256 1.1932 -0.0614
C -3.1612 1.1425 -0.5157
S -3.6260 -0.5326 -1.0948
H -0.7753 -1.5288 -1.8538
H 4.9575 3.4058 0.5092
H 4.9185 0.8599 0.1489
H 0.7393 3.4732 -0.2480
H 1.2639 5.6218 1.1127
H 2.1846 6.8705 0.2840
H 1.3351 5.6527 -0.6287
H -0.3266 -1.8214 3.8102
H -1.0923 -1.2823 2.3874
H 0.6878 -1.0140 2.5471
H -0.0116 -4.9689 -1.7330
H -1.5264 -5.8674 -1.2778
H -0.2085 -5.5927 -0.1354
H -0.7816 -3.7359 2.1234
H 0.8515 -3.6003 2.7063
H -2.0049 -3.8589 0.3351
H -1.9680 -3.3799 -1.3644
H -0.5641 2.1784 -1.6400
H -1.0553 0.5238 -1.9948
H -1.4801 0.3730 0.5781
H -1.6380 2.1291 0.5158
H -3.3280 1.8669 -1.3041
H -3.8321 1.3573 0.3217
```

Output
LUMO level = -0.9 eV
2S+1 = 1
HOMO level = -8.0 eV
Relative energy (zero: lowest compared OMol25 entry of this formula, charge and spin) = 0.057 eV

Quick look at the natural (NBO) charges, all values in e: -1.0321, -1.0556, -1.0024, -0.4736, -0.5396, 0.4835, 0.2330, -0.4323, 0.4810, -0.2320, -0.1925, -0.3441, 0.3428, -0.2230, 0.2037, -0.3342, -0.2592, -0.6474, -0.6033, -0.0619, -0.4799, -0.2490, -0.4052, -0.6720, 2.3644, 0.2961, 0.2382, 0.2340, 0.2294, 0.1837, 0.2120, 0.1823, 0.2214, 0.2293, 0.2089, 0.2063, 0.2234, 0.2015, 0.1877, 0.1896, 0.2370, 0.2658, 0.2165, 0.2723, 0.2247, 0.1999, 0.2272, 0.2437